1.
Molecular formula: C48H82F2O12
Method: DFT, ωB97M-V/def2-TZVPD

## Properties
LUMO energy = 0.24 eV
energy = -81106.660 eV
orbital gap = 9.0 eV
highest occupied orbital energy = -8.804 eV

```
! RIJCOSX wB97M-V def2-TZVPD def2/J DEFGRID3
* xyz 0 1
F -4.75 0.83 1.97
C -4.42 1.86 2.84
C -4.31 3.12 2.34
C -4.00 4.14 3.22
C -3.78 3.92 4.58
C -3.87 2.64 5.09
C -4.10 1.61 4.22
H -4.64 3.32 1.33
H -4.06 5.16 2.86
H -3.83 4.73 5.30
H -3.69 2.44 6.14
H -4.17 0.62 4.65
F -3.95 6.25 -0.02
C -2.74 6.28 -0.58
C -1.99 5.20 -0.57
C -0.83 5.22 -1.41
C -0.48 6.42 -2.09
C -1.27 7.57 -2.02
C -2.40 7.49 -1.25
H -2.37 4.27 -0.18
H -0.20 4.34 -1.47
H 0.37 6.40 -2.76
H -1.08 8.40 -2.69
H -3.08 8.33 -1.24
C -4.40 -3.15 -1.66
C -3.63 -3.91 -0.61
O -2.96 -4.90 -0.90
C -3.59 -3.31 0.76
H -5.22 -2.73 -1.07
H -4.99 -3.69 -2.41
H -3.80 -2.35 -2.09
H -3.09 -2.34 0.78
H -3.07 -4.07 1.33
H -4.61 -3.17 1.12
C 5.56 -1.51 5.09
C 5.31 -0.66 3.85
O 5.29 -1.25 2.78
C 4.75 0.79 3.95
H 4.54 -1.73 5.41
H 5.93 -0.88 5.90
H 6.19 -2.39 4.92
H 5.19 1.41 3.16
H 5.11 1.20 4.89
H 3.67 0.80 4.01
C 4.96 -4.18 -0.43
C 6.14 -3.95 0.38
O 7.01 -3.32 -0.18
C 6.47 -4.52 1.74
H 4.18 -4.85 -0.06
H 5.15 -4.55 -1.44
H 4.60 -3.15 -0.52
H 6.55 -5.61 1.66
H 5.57 -4.32 2.32
H 7.38 -4.12 2.18
C 0.71 0.37 0.05
C -0.81 0.17 -0.15
O -1.30 -0.47 -1.06
C -1.78 0.82 0.83
H 0.78 1.41 -0.27
H 1.35 -0.17 -0.65
H 0.98 0.34 1.11
H -2.72 0.98 0.30
H -1.30 1.70 1.25
H -2.11 0.13 1.60
C -1.81 -2.05 3.84
C -0.61 -1.11 3.82
O -0.78 0.10 4.00
C 0.76 -1.69 3.60
H -2.76 -1.62 4.16
H -1.50 -2.85 4.50
H -1.90 -2.45 2.83
H 0.83 -2.07 2.58
H 1.01 -2.53 4.26
H 1.46 -0.91 3.89
C 2.33 -6.28 -1.45
C 2.07 -5.91 0.03
O 2.50 -6.52 0.98
C 1.11 -4.72 0.22
H 3.13 -5.64 -1.81
H 1.40 -6.27 -2.02
H 2.77 -7.28 -1.48
H 1.13 -4.46 1.28
H 0.10 -4.87 -0.14
H 1.45 -3.88 -0.38
C -8.71 -1.04 -2.13
C -7.97 -1.60 -0.99
O -7.69 -2.79 -0.91
C -7.34 -0.54 -0.13
H -9.49 -1.77 -2.35
H -7.98 -0.88 -2.92
H -9.26 -0.13 -1.90
H -7.38 0.42 -0.65
H -6.32 -0.87 0.05
H -7.95 -0.61 0.78
C 4.19 -3.06 -6.21
C 4.21 -3.42 -4.77
O 5.28 -3.82 -4.37
C 2.91 -3.14 -3.97
H 3.33 -3.48 -6.73
H 5.11 -3.46 -6.63
H 4.10 -1.97 -6.23
H 2.98 -2.11 -3.60
H 2.83 -3.81 -3.11
H 2.05 -3.32 -4.61
C 1.90 2.23 -5.39
C 1.86 0.85 -4.80
O 2.21 -0.16 -5.45
C 1.08 0.76 -3.48
H 0.86 2.54 -5.44
H 2.40 2.22 -6.36
H 2.44 2.97 -4.80
H 1.73 0.02 -3.01
H 0.03 0.45 -3.48
H 1.24 1.53 -2.74
C 0.69 4.66 4.00
C 1.07 3.90 2.76
O 0.99 4.37 1.63
C 1.67 2.51 2.95
H 0.44 5.66 3.64
H 1.42 4.69 4.81
H -0.19 4.14 4.37
H 0.79 1.90 3.15
H 2.10 2.68 3.93
H 2.25 2.21 2.08
C -4.50 2.34 -2.02
C -3.14 1.86 -2.66
O -2.07 2.40 -2.30
C -3.24 0.62 -3.47
H -5.19 2.56 -2.83
H -4.40 3.30 -1.52
H -4.87 1.54 -1.38
H -3.20 -0.27 -2.84
H -2.33 0.58 -4.08
H -4.12 0.53 -4.11
C 4.56 2.51 -1.57
C 4.52 1.01 -1.36
O 4.00 0.32 -2.21
C 4.80 0.37 0.01
H 5.61 2.66 -1.82
H 4.33 2.97 -0.61
H 3.83 2.84 -2.31
H 4.70 -0.71 0.15
H 4.05 0.82 0.67
H 5.78 0.68 0.38
*
```

***

2.
Molecular formula: C20H21AsN2O4S2Ti
Method: DFT, ωB97M-V/def2-TZVPD

## Properties
LUMO energy = -7.65 eV
energy = -137862.252 eV
orbital gap = 6.9 eV
energy above the lowest of the compared OMol25 structures with the same formula, charge and spin = 0.0 kJ/mol
highest occupied orbital energy = -14.546 eV

```
! RIJCOSX wB97M-V def2-TZVPD def2/J DEFGRID3
* xyz 2 1
Ti 0.03 0.42 -0.40
C 2.87 1.72 0.30
C 3.02 0.55 -0.63
C 4.26 0.21 -1.18
C 4.36 -0.89 -1.98
C 3.23 -1.68 -2.27
C 3.28 -2.82 -3.10
C 2.13 -3.52 -3.37
C 0.90 -3.09 -2.84
C 0.82 -1.99 -2.03
S -0.76 -1.41 -1.43
C 2.00 -1.28 -1.72
N 1.93 -0.17 -0.89
H 3.77 2.33 0.32
H 2.67 1.38 1.32
H 2.06 2.38 -0.02
H 5.12 0.82 -0.95
H 5.32 -1.17 -2.40
H 4.23 -3.13 -3.51
H 2.16 -4.40 -4.00
H -0.01 -3.64 -3.09
C -1.85 -0.56 4.46
As -1.97 -0.52 2.57
C -2.50 -2.24 1.98
C -3.30 0.75 2.09
S 0.07 -0.03 1.93
H -2.83 -0.81 4.85
H -1.54 0.42 4.82
H -1.12 -1.31 4.75
H -3.47 -2.44 2.42
H -1.76 -2.96 2.33
H -2.57 -2.27 0.89
H -4.17 0.49 2.70
H -3.55 0.68 1.03
H -2.96 1.75 2.33
O 0.12 1.94 -1.70
C -1.03 2.33 -1.28
O -1.51 1.55 -0.33
C -1.73 3.48 -1.76
C -1.15 4.24 -2.79
C -1.81 5.36 -3.26
C -3.04 5.72 -2.70
C -3.57 4.95 -1.69
C -2.96 3.83 -1.20
N -4.88 5.34 -1.10
O -5.32 4.62 -0.22
O -5.42 6.33 -1.55
H -0.20 3.95 -3.21
H -1.38 5.95 -4.05
H -3.57 6.60 -3.05
H -3.42 3.26 -0.41
*
```